## 1
Molecular formula: C5H11N
Method: DFT, wB97M-V/def2-TZVPD

The geometry in XYZ format:
```
17
C5H11N, DFT wB97M-V/def2-TZVPD
C 2.12179 -0.53346 -0.12019
C 1.32616 0.45225 0.53892
C -0.00938 0.26287 -0.08750
C -1.03147 1.32582 -0.18626
N -1.27780 0.13471 0.62210
C -2.07737 -0.93052 0.11942
H 2.24150 -0.18602 -1.16610
H 1.83074 -1.58522 -0.25471
H 3.05060 -0.66406 0.39497
H 1.24796 0.30865 1.66216
H 1.63639 1.44938 0.43601
H 0.13629 -0.41529 -0.94440
H -0.57465 2.30706 0.06957
H -1.75451 1.41594 -0.98559
H -2.16743 -1.64471 0.91010
H -3.01801 -0.44368 -0.23014
H -1.68082 -1.25372 -0.77835
```

Summary:
LUMO = 1.19 eV
Kohn-Sham gap = 9.7510 eV
HOMO energy = -8.56 eV

Atomic partial charges in e from the Löwdin method, atoms 1 to 2: C -0.157; C -0.250



## 2
Molecular formula: C5H11N
Method: DFT, wB97M-V/def2-TZVPD

The geometry in XYZ format:
```
17
C5H11N, DFT wB97M-V/def2-TZVPD
C -0.38525 2.02070 1.65308
C -0.00160 1.54505 0.23181
C 0.21562 0.07431 0.45460
C -0.81341 -0.71421 -0.26519
N 0.15174 -1.06990 -1.31253
C 0.93572 -2.26806 -1.05445
H -1.17445 1.39747 2.09007
H 0.48137 1.97305 2.31678
H -0.75569 3.04997 1.62033
H -0.81210 1.81369 -0.47141
H 0.90725 2.08084 -0.06498
H 0.67417 -0.29643 -1.70541
H -1.68383 -0.19888 -0.70240
H -1.13195 -1.64014 0.21863
H 1.74206 -2.34500 -1.78842
H 0.28525 -3.14326 -1.17517
H 1.36511 -2.27920 -0.04534
```

Summary:
LUMO = 0.86 eV
Kohn-Sham gap = 8.9049 eV
HOMO energy = -8.05 eV

Atomic partial charges in e from the Löwdin method, atoms 1 to 2: C -0.118; C -0.324



Which is most stable? The ranking, best first, is 1, 2.



## 1
Molecular formula: C37H53IrN2O4P
Method: DFT, wB97M-V/def2-TZVPD

The geometry in XYZ format:
```
98
C37H53IrN2O4P, DFT wB97M-V/def2-TZVPD
Ir 0.89132 -1.26554 0.54207
O -3.18666 -1.69412 2.43088
C -2.98912 -2.96230 2.85212
C -4.05701 -3.59067 3.49219
C -3.93129 -4.88389 3.95587
C -2.73637 -5.58096 3.79306
C -1.67572 -4.96014 3.16683
C -1.77731 -3.65086 2.68966
C -0.61449 -3.01327 2.03939
O -0.85275 -1.93177 1.32096
N 0.56513 -3.52955 2.20278
N 1.53966 -2.79784 1.52243
C 2.77149 -3.13104 1.70018
C 3.89119 -2.44776 1.11444
C 5.16516 -2.81796 1.58341
C 6.31120 -2.21134 1.13158
C 6.19962 -1.20365 0.16840
C 4.97243 -0.82733 -0.32332
C 3.77874 -1.43016 0.12392
O 2.65548 -1.05382 -0.43745
H -2.39297 -1.43176 1.92228
H -4.97756 -3.03430 3.60944
H -4.77271 -5.35667 4.44667
H -2.63937 -6.59647 4.15173
H -0.73468 -5.47534 3.03119
H 2.94586 -3.98119 2.35343
H 5.22774 -3.60208 2.32967
H 7.27904 -2.50473 1.51360
H 7.09188 -0.70828 -0.19502
H 4.88486 -0.05090 -1.07257
O -0.39763 0.09778 -0.58308
P -0.79803 1.21173 -1.51915
C 0.55221 1.78952 -2.62766
C 1.72774 0.81655 -2.78299
C 1.50261 -0.25052 -3.84361
C 1.16321 0.38773 -5.18762
C -0.05542 1.30192 -5.07930
C 0.11847 2.36094 -3.99044
C -1.31265 2.63807 -0.50188
C -0.30656 2.96440 0.62138
C 0.73220 4.03141 0.28325
C 0.07885 5.27079 -0.31807
C -0.71222 4.90424 -1.56894
C -1.80892 3.88819 -1.25075
C -2.29071 0.74026 -2.48514
C -2.24768 -0.70546 -3.02483
C -2.52242 -1.76996 -1.96192
C -3.83451 -1.50595 -1.23157
C -3.84163 -0.10035 -0.63767
C -3.62108 0.93855 -1.73442
H 0.93651 2.62500 -2.03853
H 1.99056 0.36884 -1.82793
H 2.59287 1.42069 -3.08430
H 0.69920 -0.92240 -3.52715
H 2.39760 -0.86980 -3.92793
H 0.99488 -0.37413 -5.95158
H 2.02355 0.98039 -5.51971
H -0.94261 0.69702 -4.88110
H -0.23602 1.80277 -6.03333
H -0.78814 2.96527 -3.90132
H 0.90690 3.05220 -4.30789
H -2.17199 2.19095 0.00839
H 0.17956 2.04234 0.95139
H -0.88888 3.32591 1.47609
H 1.48562 3.64134 -0.40788
H 1.27496 4.29015 1.19532
H 0.82817 6.03037 -0.54926
H -0.60099 5.71170 0.42026
H -0.02603 4.50559 -2.32120
H -1.16660 5.79294 -2.01242
H -2.34599 3.61277 -2.16271
H -2.54636 4.38086 -0.60802
H -2.28898 1.42609 -3.33820
H -1.30728 -0.91510 -3.53231
H -3.02878 -0.76754 -3.79221
H -1.71254 -1.77851 -1.23344
H -2.54000 -2.75282 -2.43877
H -3.99185 -2.24906 -0.44882
H -4.67122 -1.59430 -1.93528
H -3.05347 -0.02108 0.11846
H -4.78810 0.09512 -0.12976
H -3.71532 1.95247 -1.34546
H -4.41876 0.82907 -2.47827
C 1.82445 1.78627 3.51094
C 1.29477 0.38339 3.17599
C -0.19586 0.32781 3.50586
C 2.04164 -0.63279 4.06149
C 1.60218 0.13073 1.72176
H 1.65330 2.01019 4.56684
H 1.32176 2.55183 2.91765
H 2.89805 1.85322 3.32100
H -0.35276 0.52428 4.56935
H -0.61811 -0.64865 3.28258
H -0.75312 1.07455 2.93377
H 1.90645 -0.38403 5.11823
H 3.11140 -0.63222 3.84070
H 1.65533 -1.64110 3.90544
H 2.57143 0.51726 1.39782
```

Summary:
multiplicity = 2
LUMO (spin up / spin down) = 0.14 / 0.08 eV
Kohn-Sham gap (spin up / spin down) = 6.5642 / 7.6142 eV
HOMO energy (spin up / spin down) = -6.42 / -7.54 eV

Atomic partial charges in e from the Löwdin method, atoms 1 to 2: Ir 1.357; O 0.052



## 2
Molecular formula: C37H53IrN2O4P
Method: DFT, wB97M-V/def2-TZVPD

The geometry in XYZ format:
```
98
C37H53IrN2O4P, DFT wB97M-V/def2-TZVPD
Ir -0.37381 0.08860 -1.04638
O -1.66203 4.50140 -0.75738
C -2.20384 4.40868 0.47822
C -2.81387 5.55400 0.99070
C -3.38676 5.53606 2.24440
C -3.36289 4.37410 3.01375
C -2.75556 3.24352 2.51035
C -2.16423 3.23326 1.24175
C -1.50562 1.99733 0.75670
O -1.01622 2.00955 -0.46735
N -1.40787 0.99281 1.57649
N -0.75455 -0.06801 0.97116
C -0.16862 -0.95115 1.69177
C 0.52929 -2.10547 1.15130
C 1.22274 -2.87692 2.09911
C 1.92702 -4.00922 1.76225
C 1.92784 -4.41106 0.42377
C 1.25393 -3.68755 -0.53233
C 0.54553 -2.50664 -0.22394
O -0.07418 -1.90815 -1.21246
H -1.33203 3.60354 -0.97451
H -2.82356 6.44218 0.37290
H -3.85910 6.43198 2.62739
H -3.81493 4.35579 3.99602
H -2.72019 2.33123 3.08933
H -0.20976 -0.83827 2.77451
H 1.19402 -2.55516 3.13498
H 2.45533 -4.57721 2.51532
H 2.46580 -5.30441 0.12929
H 1.25361 -3.99672 -1.56955
O 1.79363 0.05396 -0.66663
P 2.85167 1.11322 -0.94406
C 2.83977 1.30795 -2.76069
C 3.32312 2.59955 -3.43112
C 4.80979 2.61706 -3.76398
C 5.19879 1.38115 -4.56835
C 4.84554 0.10622 -3.80982
C 3.35591 0.04649 -3.47296
C 2.37207 2.70089 -0.21647
C 1.87876 2.50874 1.22633
C 1.49947 3.86095 1.82026
C 2.71440 4.80910 1.90663
C 3.88083 4.32310 1.04306
C 3.39260 3.86589 -0.32815
C 4.40312 0.39201 -0.30352
C 5.65417 1.27701 -0.22577
C 6.75623 0.51578 0.50712
C 6.39589 0.32264 1.98969
C 4.87699 0.30309 2.20192
C 4.16268 -0.36745 1.03418
H 1.74595 1.29990 -2.85752
H 3.04624 3.47226 -2.83798
H 2.76479 2.69356 -4.36999
H 5.40147 2.65747 -2.84386
H 5.04780 3.52612 -4.32039
H 6.26308 1.39972 -4.81117
H 4.65803 1.39354 -5.52176
H 5.44847 0.06231 -2.89718
H 5.11660 -0.77377 -4.39695
H 3.11549 -0.84206 -2.88304
H 2.79425 -0.05924 -4.40727
H 1.49103 2.95056 -0.82452
H 2.64725 2.02863 1.83942
H 1.02445 1.84258 1.22887
H 1.05362 3.71811 2.80591
H 0.71530 4.29986 1.19593
H 3.04850 4.90646 2.94140
H 2.42342 5.81142 1.58363
H 4.39395 3.49989 1.54891
H 4.62218 5.11608 0.92496
H 4.23868 3.60831 -0.96902
H 2.90050 4.71243 -0.81527
H 4.59291 -0.36775 -1.06967
H 5.45188 2.20765 0.30644
H 5.98600 1.55353 -1.22716
H 7.70685 1.04262 0.41159
H 6.89197 -0.45476 0.01991
H 6.83988 1.12172 2.58759
H 6.83065 -0.61110 2.35304
H 4.50567 1.32449 2.32481
H 4.63113 -0.21658 3.12974
H 3.09687 -0.48279 1.22900
H 4.54595 -1.38543 0.92440
C -0.52335 2.58700 -3.57995
C -1.29492 1.28034 -3.77034
C -2.79783 1.50572 -3.54732
C -1.06515 0.79064 -5.20910
C -0.87653 0.17397 -2.83319
H -1.04190 3.41216 -4.07318
H 0.47117 2.51586 -4.02653
H -0.39473 2.83981 -2.53242
H -3.17302 2.24593 -4.25822
H -2.98871 1.87106 -2.53682
H -3.35717 0.57934 -3.68976
H -1.31623 1.58117 -5.92063
H -1.68101 -0.08115 -5.43586
H -0.01824 0.51906 -5.36599
H -1.11544 -0.80759 -3.27118
```

Summary:
multiplicity = 2
LUMO (spin up / spin down) = 0.31 / -0.52 eV
Kohn-Sham gap (spin up / spin down) = 7.5920 / 6.8701 eV
HOMO energy (spin up / spin down) = -7.28 / -7.39 eV

Atomic partial charges in e from the Löwdin method, atoms 1 to 2: Ir 1.438; O 0.050



Which is most stable? The ranking, best first, is 1, 2.



## 1
Molecular formula: C4H7NS3
Method: DFT, wB97M-V/def2-TZVPD

The geometry in XYZ format:
```
15
C4H7NS3, DFT wB97M-V/def2-TZVPD
C 0.57941 1.77347 0.84788
C -0.80089 1.08825 0.46391
S -2.16062 1.98811 0.38480
S -0.94759 -0.60159 0.21164
C 0.74539 -1.32681 0.37223
C 1.05521 -1.94099 1.74563
N 1.62123 -1.19288 -0.52191
S 1.27339 -0.62299 -2.05965
H 1.26890 1.55635 0.01620
H 0.96549 1.33978 1.78015
H 0.51244 2.85497 0.92810
H 0.43591 -2.82236 1.93215
H 0.81220 -1.19368 2.49765
H 2.11082 -2.20277 1.81324
H 2.42800 -0.96192 -2.48082
```

Summary:
LUMO = -0.10 eV
Kohn-Sham gap = 8.5195 eV
HOMO energy = -8.62 eV

Atomic partial charges in e from the Löwdin method, atoms 1 to 2: C -0.142; C -1.193



## 2
Molecular formula: C4H7NS3
Method: DFT, wB97M-V/def2-TZVPD

The geometry in XYZ format:
```
15
C4H7NS3, DFT wB97M-V/def2-TZVPD
C 0.60073 -1.13615 1.89122
C 0.53748 -0.47806 0.73161
S 1.71456 0.76461 0.28747
C 0.61600 2.12199 -0.18232
N -0.50188 -0.75060 -0.22577
S -2.10873 -0.85652 0.43481
C -0.24648 -0.91479 -1.53443
S -1.32096 -1.21626 -2.73986
H 1.32639 -0.86981 2.60871
H -0.03132 -1.96949 2.11672
H -0.02698 2.42787 0.64851
H 1.26914 2.95670 -0.49047
H -0.00776 1.86300 -1.03702
H -2.65591 -1.14893 -0.76678
H 0.83573 -0.79356 -1.74241
```

Summary:
LUMO = 0.24 eV
Kohn-Sham gap = 8.7059 eV
HOMO energy = -8.47 eV

Atomic partial charges in e from the Löwdin method, atoms 1 to 2: C 0.001; C -0.704



Which is most stable? The ranking, best first, is 1, 2.



## 1
Molecular formula: C4H7NS3
Method: DFT, wB97M-V/def2-TZVPD

The geometry in XYZ format:
```
15
C4H7NS3, DFT wB97M-V/def2-TZVPD
C -0.50844 -1.03580 -0.37900
C 0.51761 -0.47794 0.54604
C 0.51537 0.89275 1.04976
C 1.36658 0.46014 -0.02246
H -3.65776 -0.03705 -1.54246
H -0.31217 -1.99539 -1.28882
H 0.92736 -1.06315 1.28320
H -0.36311 1.44983 0.76764
H -0.00270 1.54140 3.20398
H 2.54573 0.29956 0.09561
H 0.53273 -0.98503 -2.25113
N -1.51010 -0.21776 -0.57262
S -2.68509 -1.03312 -1.52479
S 1.33237 1.38597 2.49862
S 1.30162 0.81560 -1.86359
```

Summary:
LUMO = -1.19 eV
Kohn-Sham gap = 7.6854 eV
HOMO energy = -8.87 eV

Atomic partial charges in e from the Löwdin method, atoms 1 to 2: C -0.353; C -0.385



## 2
Molecular formula: C4H7NS3
Method: DFT, wB97M-V/def2-TZVPD

The geometry in XYZ format:
```
15
C4H7NS3, DFT wB97M-V/def2-TZVPD
C 0.87552 2.04529 -0.27498
C 1.36241 0.66270 0.08899
S 2.91182 0.27580 0.36660
N 0.46557 -0.30111 0.25808
S 0.90930 -1.86132 0.97147
C -1.13572 -0.16399 0.25989
C -1.66963 -1.44634 -0.19311
S -1.82384 1.13448 0.76404
H 0.30448 2.46532 0.49861
H 0.27765 2.21347 -1.12856
H 1.82074 2.73176 -0.31807
H 1.14546 -2.42181 -0.21665
H -1.60154 -1.52429 -1.31824
H -1.08292 -2.22068 0.20441
H -2.75931 -1.58927 0.03753
```

Summary:
LUMO = -0.61 eV
Kohn-Sham gap = 7.2979 eV
HOMO energy = -7.91 eV

Atomic partial charges in e from the Löwdin method, atoms 1 to 2: C -0.152; C -0.952



Which is most stable? The ranking, best first, is 2, 1.